282
Properties=species:S:1:pos:R:3:forces:R:3 method="wB97M-V/def2-TZVPD" energy_ha=-7615.267232 charge=-2 e_homo_ev=-1.46 homo_lumo_gap_ev=3.534 fmax_ev_per_a=4.874
Cu 4.75035 0.29515 0.39246 -0.31 0.55 0.34
Cl 7.53411 0.02506 4.55331 1.18 2.89 0.83
O 7.17083 1.25528 3.88497 -0.71 0.07 0.39
O 8.88598 0.19340 5.03521 0.28 -0.31 0.47
O 6.66738 -0.26938 5.66613 -0.38 -0.09 -0.01
O 7.51067 -0.99385 3.59484 -0.41 -2.72 -1.71
C 0.53131 1.28123 -1.49418 0.60 1.23 1.20
C -0.44272 0.58215 -0.52119 -0.48 0.06 -0.27
C -0.91414 -0.61147 -1.32512 -1.02 -1.58 1.79
C -1.65247 -1.61019 -0.36027 0.84 -0.75 -1.80
C -0.82336 -2.09606 0.81580 -0.88 2.15 0.78
C -0.35241 -0.84903 1.70132 0.04 -1.09 -1.05
N 0.25133 0.16644 0.77699 0.66 1.06 0.03
O 0.93944 1.25513 1.45040 -1.18 -2.19 -1.37
C 0.65681 -1.51415 2.63475 1.19 0.48 0.74
C -1.50998 -0.32875 2.58646 -0.52 0.05 -0.48
C -1.72566 1.49135 -0.32707 1.70 0.84 1.45
H 1.44497 0.71115 -1.66249 -0.28 -0.46 -0.24
H 0.93158 2.21923 -1.10939 -0.17 0.08 0.50
H 0.05430 1.59977 -2.42105 -0.21 -0.58 -0.19
H -0.11692 -1.12434 -1.86317 0.21 -0.06 0.17
H -1.66843 -0.30947 -2.05172 0.19 0.24 -0.20
H -1.81006 -2.49751 -0.97339 -0.48 -0.25 -0.18
H -2.64705 -1.23426 -0.12030 0.14 0.15 0.41
H 0.00284 -2.74313 0.52118 0.20 0.35 -0.15
H -1.46981 -2.68725 1.46441 -0.03 -0.21 0.13
H 1.57864 -1.87390 2.17766 -0.12 0.06 -0.65
H 0.22861 -2.38600 3.12936 -0.40 -0.06 -0.11
H 1.04404 -0.89450 3.44356 -0.31 0.47 -0.03
H -2.43323 -0.16951 2.02936 0.13 0.44 -0.46
H -1.21467 0.59888 3.07677 0.04 -0.02 -0.04
H -1.89507 -1.03789 3.31921 0.70 -0.33 0.38
H -2.40216 1.16678 0.46356 -0.12 -0.46 -0.40
H -2.26102 1.85348 -1.20477 0.15 -0.44 -0.26
H -1.25819 2.36029 0.13611 -0.20 0.50 0.03
N 6.20416 4.75010 -1.15078 -2.92 2.78 2.74
O 5.60084 5.23061 -0.14577 0.22 -0.59 0.60
O 6.32976 3.57016 -1.27570 0.89 -3.98 -0.49
O 6.52005 5.54486 -1.99775 1.77 1.63 -3.00
C -8.40982 -0.63850 3.49402 -1.13 0.61 -0.07
C -9.90191 -0.84572 3.11976 1.48 -0.18 -0.34
O -10.56286 -1.01588 4.33067 -0.79 -0.33 1.30
H -7.70935 -0.59831 2.65986 -0.20 -0.18 -0.05
H -8.12658 -1.39217 4.22878 0.08 -0.02 -0.19
H -8.40529 0.33665 3.98100 0.40 -0.01 0.18
H -10.01483 -1.74654 2.51655 -0.05 0.04 -0.38
H -10.33443 0.02796 2.63222 0.27 0.02 -0.53
H -11.43134 -1.38768 4.16011 -0.06 0.05 0.08
C 6.05841 -5.21413 -0.89732 -0.50 -0.34 0.08
C 4.97690 -4.34849 -1.49852 -0.38 0.41 0.14
O 5.55072 -3.08605 -1.79161 0.14 0.38 0.15
H 5.72621 -6.19710 -0.56337 -0.14 -0.17 -0.41
H 6.45698 -4.75895 0.00935 0.26 0.31 -0.30
H 6.78608 -5.30503 -1.70375 0.54 -0.34 0.40
H 4.13806 -4.17767 -0.82379 0.00 -0.02 -0.01
H 4.60142 -4.69198 -2.46243 -0.25 -0.77 0.17
H 6.38273 -3.34159 -2.19667 0.30 0.62 -0.16
C -5.32407 -7.50342 -0.20217 -0.18 0.45 -0.47
C -6.71385 -6.91269 -0.35476 -0.23 0.26 1.04
O -7.39520 -7.49115 -1.42959 0.02 -0.43 -1.35
H -5.37288 -8.55138 -0.49797 0.23 -0.09 0.45
H -4.94420 -7.30960 0.80093 -0.13 -0.46 0.10
H -4.61216 -6.99916 -0.85562 -0.09 -0.07 -0.26
H -6.64925 -5.82767 -0.43637 0.00 0.20 -0.16
H -7.34341 -7.12513 0.50932 0.33 0.07 0.61
H -8.29103 -7.14859 -1.47144 0.06 0.07 0.05
C 4.48474 7.99643 -5.22077 0.22 -0.54 1.71
O 5.36441 9.10518 -5.16117 -0.11 -0.57 -1.86
C 6.37487 9.03872 -6.20137 -0.38 1.16 2.15
C 6.96022 10.44449 -6.16173 -0.42 0.30 -1.47
N 7.71889 10.81452 -4.99468 1.70 -1.15 0.22
C 8.98362 10.04190 -4.89924 -0.18 -0.39 1.56
C 9.82903 10.42445 -3.67721 0.28 -0.18 -0.80
O 10.30761 11.74317 -3.81749 -0.04 0.39 0.75
C 10.82589 12.24558 -2.57541 -0.18 0.60 -1.75
H 4.97782 7.18914 -4.67923 0.05 -0.59 -0.41
H 4.12625 7.67091 -6.19731 0.32 0.28 -0.35
H 3.61540 8.17645 -4.58837 -0.08 0.51 -0.14
H 5.97292 8.76810 -7.17774 -0.31 0.30 -0.10
H 7.15047 8.30627 -5.97763 -0.04 -0.29 0.26
H 6.15207 11.16511 -6.28697 -0.30 -0.12 0.27
H 7.49482 10.54941 -7.10581 0.81 0.06 -0.31
H 8.06617 11.75930 -5.07768 -0.48 0.38 -0.08
H 9.61377 10.04982 -5.78859 0.10 0.51 -0.38
H 8.83787 8.97698 -4.71813 -0.71 -0.09 -0.10
H 10.67807 9.74128 -3.65438 0.32 -0.24 -0.09
H 9.35813 10.28625 -2.70394 -0.68 0.09 -0.15
H 10.96574 13.30567 -2.78699 -0.08 0.15 0.37
H 11.82671 11.85040 -2.40138 -0.13 -0.42 0.50
H 10.08993 12.10846 -1.78316 0.31 -0.14 0.24
C 1.70043 -4.14629 -8.77626 0.78 0.22 -0.93
O 2.43383 -2.92534 -8.66465 -0.39 -1.00 -0.24
C 1.59377 -1.93827 -8.16000 0.25 1.19 0.90
C 2.33894 -0.68656 -7.84687 0.33 1.04 -0.18
N 2.79232 0.09219 -8.98024 -0.55 -0.46 -0.23
C 3.67862 1.14906 -8.57449 0.45 0.62 -0.74
C 3.90097 2.08040 -9.76635 0.48 -0.46 -0.17
O 4.36791 1.27357 -10.87681 -0.39 0.95 -0.29
C 4.17223 1.92308 -12.12726 -0.33 -0.48 -0.39
H 1.32562 -4.48239 -7.80949 -0.16 0.01 -0.03
H 2.34144 -4.90119 -9.23159 0.37 0.00 0.44
H 0.92914 -4.03413 -9.53826 -0.62 0.16 0.32
H 1.24323 -2.16519 -7.15316 -0.58 -0.84 0.00
H 0.75927 -1.65718 -8.80240 -0.23 -0.46 -0.33
H 3.16915 -0.89314 -7.17147 0.14 -0.26 0.33
H 1.62878 -0.04697 -7.32275 -0.02 0.02 0.36
H 3.24794 -0.51343 -9.64788 0.18 0.08 -0.12
H 4.63159 0.77248 -8.20282 0.32 -0.08 0.08
H 3.24113 1.72836 -7.76140 -0.16 0.01 0.02
H 4.64839 2.85632 -9.60077 0.19 0.01 0.38
H 2.97022 2.61207 -9.96414 -0.28 -0.28 -0.47
H 3.12870 1.89625 -12.44099 -0.42 0.22 0.38
H 4.65162 1.39189 -12.94953 0.51 -0.36 0.42
H 4.51909 2.95375 -12.20143 0.14 0.17 0.51
C 6.72193 5.72130 6.63633 1.17 -0.15 -0.28
O 5.40725 5.55351 7.01323 -0.92 -0.51 0.79
C 5.30569 4.97132 8.30841 -2.00 -0.33 -1.00
C 3.82586 4.61540 8.59002 -0.15 0.38 -0.58
N 3.21597 3.82001 7.48468 0.60 0.46 1.24
C 1.89072 3.33419 7.76969 -1.03 -0.06 -0.54
C 0.73173 4.35771 7.50725 1.41 -0.53 0.39
O 0.72913 4.95202 6.22205 -0.14 -1.07 0.26
C -0.52543 5.50267 5.99554 -0.13 1.22 -1.55
H 7.22316 6.40714 7.31933 0.27 0.41 0.01
H 6.80408 6.06015 5.60359 -0.35 0.26 0.13
H 7.29040 4.79169 6.66416 0.00 -0.36 0.10
H 5.64669 5.68614 9.05729 0.37 -0.21 0.28
H 5.75846 3.98124 8.36184 1.03 0.18 -0.10
H 3.25917 5.51951 8.81261 -0.25 0.17 -0.59
H 3.79512 4.09259 9.54597 0.14 -0.48 0.30
H 3.76489 2.97586 7.40589 0.52 0.08 -0.43
H 1.77725 2.85583 8.74251 -0.16 0.90 1.22
H 1.75827 2.37463 7.26988 -0.23 0.41 -1.31
H 0.84009 5.19545 8.19614 -0.10 -0.01 0.57
H -0.20890 3.84480 7.70785 -0.20 -0.06 0.01
H -0.71806 6.40099 6.58207 -0.18 -0.14 0.86
H -1.36664 4.80954 5.99340 0.03 -0.30 0.51
H -0.53461 5.93609 4.99546 0.29 -0.27 -0.33
C -6.38299 3.72560 -5.37018 0.45 1.37 -0.50
O -6.04853 5.10512 -5.23634 -0.66 0.68 -0.19
C -5.14847 5.61878 -6.23648 0.59 -1.74 1.16
C -4.74820 7.00267 -5.81037 -1.67 -0.72 -0.30
N -5.99131 7.77757 -5.88877 1.48 1.69 -0.15
C -5.66471 9.17488 -5.49524 -2.78 -1.06 0.42
C -7.01343 10.00541 -5.33847 0.86 -0.49 0.09
O -7.98528 9.35872 -4.46736 1.00 -0.42 -0.06
C -9.11420 10.10408 -4.06075 0.41 1.00 0.08
H -5.42835 3.19992 -5.34960 -0.26 -0.74 0.37
H -6.86368 3.54252 -6.33118 -0.08 -0.10 -0.22
H -7.11206 3.51774 -4.58702 0.47 -0.32 0.11
H -5.57698 5.51747 -7.23358 -0.06 0.30 -0.09
H -4.28130 4.96779 -6.12550 0.46 -0.15 -0.61
H -3.96060 7.41518 -6.44095 -0.14 0.05 -0.10
H -4.38547 6.89573 -4.78808 0.28 0.25 0.23
H -6.65964 7.37970 -5.24446 -0.07 0.04 0.16
H -4.99560 9.60583 -6.24000 -0.30 0.24 -0.12
H -5.13886 9.17634 -4.54048 0.08 0.19 0.30
H -7.47017 10.18534 -6.31167 -0.03 -0.10 -0.13
H -6.61946 10.94994 -4.96330 -0.67 0.41 0.45
H -9.69662 9.71671 -3.22479 0.48 -1.17 -0.10
H -9.83632 10.26135 -4.86194 0.14 0.22 -0.30
H -8.78281 11.04169 -3.61446 0.03 0.57 -0.46
C -4.20956 -5.54278 -7.03609 0.97 -1.73 0.07
O -5.17329 -5.27983 -7.99525 -1.32 0.27 0.59
C -6.26563 -4.48573 -7.48889 0.44 1.14 -2.76
C -7.02496 -3.99941 -8.76332 -0.25 0.01 -0.16
N -6.63336 -2.72114 -9.39855 0.72 -0.57 1.17
C -5.24415 -2.69144 -9.83945 0.33 -0.69 -1.03
C -4.90515 -3.61675 -11.10580 -0.64 0.82 0.84
O -5.64575 -3.13288 -12.19444 -0.98 0.62 -1.24
C -5.36610 -3.69486 -13.49036 0.38 0.01 1.41
H -3.58322 -6.33533 -7.44556 0.80 0.63 -0.75
H -4.50608 -6.18506 -6.20684 -1.03 0.78 0.79
H -3.64243 -4.66649 -6.72212 0.01 -0.02 0.10
H -5.85076 -3.58351 -7.03949 -0.10 -0.06 0.66
H -6.99612 -5.00887 -6.87179 0.49 -0.29 0.31
H -8.07002 -3.92357 -8.46299 -0.14 0.10 -0.29
H -6.92114 -4.76193 -9.53525 -0.24 -0.66 0.28
H -7.19271 -2.55323 -10.22259 -0.31 -0.09 0.04
H -4.54142 -2.98690 -9.06036 -0.28 -0.13 0.24
H -5.05700 -1.63101 -10.00841 0.43 -0.12 -0.65
H -5.23258 -4.64549 -10.95548 0.23 -0.24 0.51
H -3.83463 -3.62031 -11.31091 0.25 0.14 0.03
H -6.17937 -3.53942 -14.19926 -0.04 0.50 0.32
H -5.25760 -4.77618 -13.40624 0.26 -0.20 0.01
H -4.43625 -3.23103 -13.81951 0.05 -0.23 -0.48
C -11.89892 11.56411 1.29351 1.43 -0.40 0.07
O -11.22172 10.31403 1.49087 0.22 0.69 -1.23
C -12.06969 9.29387 1.87046 -1.01 -0.80 1.33
C -11.33772 8.00447 2.15450 0.72 -0.27 -0.54
N -10.73346 7.45280 0.92627 -1.47 0.39 1.04
C -10.06017 6.20430 1.14244 2.18 0.10 -0.36
C -8.63961 6.49508 1.78593 -1.00 -0.62 -0.08
O -7.94661 7.53223 1.08897 -0.85 -1.24 0.64
C -7.50659 7.05612 -0.15754 1.04 1.15 -0.81
H -11.98312 12.02390 2.27820 -0.58 0.24 -0.05
H -12.82504 11.50831 0.72143 -0.24 -0.35 0.31
H -11.21642 12.16570 0.69318 0.04 0.09 0.11
H -12.89204 9.10356 1.18080 0.04 0.12 -0.53
H -12.53577 9.58769 2.81096 -0.38 0.05 0.40
H -11.96419 7.23120 2.59911 -0.63 0.16 -0.32
H -10.62234 8.17406 2.95922 0.52 0.34 0.03
H -10.03202 8.11143 0.61919 0.11 0.16 -0.20
H -9.95785 5.77053 0.14772 0.38 -0.26 0.00
H -10.55120 5.42021 1.71880 -0.50 0.49 0.31
H -8.06036 5.57457 1.85822 0.32 -0.14 -0.43
H -8.78393 6.76320 2.83254 0.03 0.61 -0.10
H -6.67450 6.35589 -0.08388 -0.07 -0.29 0.26
H -7.10679 7.94892 -0.63834 0.11 -0.06 -0.23
H -8.25391 6.66143 -0.84589 -0.38 -0.13 0.34
C 2.33328 -1.74333 14.92607 0.75 0.51 -0.66
O 3.30246 -1.50152 13.89309 -0.27 -0.59 0.00
C 2.81649 -0.95171 12.67453 1.32 -1.15 -0.99
C 2.37669 -1.98231 11.58308 -1.33 0.94 1.08
N 0.92142 -2.00345 11.60610 -1.48 -0.57 -0.86
C 0.30524 -2.42344 10.33784 0.43 0.88 -1.02
C -1.23081 -2.39534 10.25382 0.82 0.03 1.26
O -1.76668 -1.07066 10.20185 1.14 -0.79 -0.44
C -3.16013 -1.00629 10.11466 0.01 0.65 -0.06
H 2.82896 -2.35840 15.67713 0.05 0.20 0.03
H 1.43224 -2.27460 14.61948 -0.05 0.02 -0.38
H 2.06682 -0.76610 15.32870 -0.31 -0.06 0.35
H 3.65507 -0.59803 12.07470 0.67 0.94 1.19
H 2.11222 -0.14544 12.87955 -0.27 -0.20 -0.38
H 2.81013 -2.97238 11.72448 0.33 -0.04 0.23
H 2.72815 -1.61096 10.62044 -0.18 0.04 -0.05
H 0.63836 -2.73615 12.24102 -0.06 0.08 0.56
H 0.71800 -3.39508 10.06645 -0.52 -0.59 -0.19
H 0.65833 -1.78821 9.52550 0.21 0.38 0.10
H -1.51262 -2.88253 11.18727 -0.79 -0.12 0.27
H -1.54463 -3.04687 9.43826 -0.20 0.26 -0.31
H -3.42012 0.04216 9.96889 0.11 0.13 0.29
H -3.60132 -1.34785 11.05103 -0.38 -0.29 -0.09
H -3.56819 -1.47757 9.22052 0.00 -0.65 0.08
C 1.65507 -11.12035 -3.37799 -0.84 0.89 -0.72
O 1.01732 -10.26136 -2.43151 0.11 -1.19 -0.72
C 1.22268 -10.73330 -1.12610 0.62 1.25 0.43
C 0.75547 -9.58783 -0.20883 0.51 -0.48 -0.27
N 1.06660 -9.89944 1.19185 -1.05 -0.01 -0.28
C 0.68854 -8.83587 2.13831 0.25 -0.22 0.35
C 0.85846 -9.35155 3.57738 0.70 0.56 0.46
O 0.57574 -8.38045 4.59076 0.46 -0.09 0.84
C 0.83123 -8.94692 5.92229 -1.12 -0.08 -1.46
H 1.32234 -12.15824 -3.36609 -0.07 -0.17 0.56
H 2.74299 -11.07115 -3.33200 0.09 0.02 0.23
H 1.31959 -10.74351 -4.34419 0.28 0.06 -0.12
H 2.27937 -10.99013 -1.05166 0.24 0.12 0.57
H 0.66064 -11.63457 -0.88131 -0.31 -0.26 -0.20
H -0.29190 -9.50561 -0.49927 -0.60 0.15 0.63
H 1.16259 -8.61791 -0.49446 0.53 -0.18 -0.02
H 0.49694 -10.71207 1.37949 0.01 -0.36 0.42
H -0.33692 -8.47260 2.07070 -0.23 0.08 -0.44
H 1.37749 -8.03366 1.87390 -0.14 0.34 0.58
H 1.89531 -9.66239 3.70557 0.17 -0.32 -0.08
H 0.20808 -10.20147 3.78413 -0.14 -0.39 -0.36
H 0.19320 -9.82843 5.98503 0.11 -0.42 0.16
H 0.46039 -8.29520 6.71340 0.32 0.45 -0.41
H 1.86709 -9.24631 6.08180 0.12 0.23 -0.14
C 11.11463 -13.00838 7.00623 0.13 1.46 0.73
O 10.00110 -12.48457 6.29051 0.61 -0.80 -1.15
C 10.28473 -12.22161 4.88626 -1.16 0.88 0.38
C 8.99381 -11.60571 4.25910 0.55 -0.02 2.14
N 8.86485 -10.18244 4.67502 -0.59 -0.01 -1.22
C 7.52758 -9.67808 4.28459 0.23 -0.28 -0.03
C 7.16235 -8.34914 4.89653 0.31 0.05 0.76
O 6.81014 -8.53721 6.27468 1.00 -0.88 0.11
C 6.44578 -7.32889 6.87288 -1.08 0.63 -0.30
H 11.69662 -13.85086 6.63257 -0.70 -0.41 -0.56
H 10.78151 -13.18419 8.02906 -0.21 -0.40 -0.16
H 11.85916 -12.22202 7.13040 0.25 0.33 -0.15
H 10.60378 -13.12396 4.36465 -0.02 -0.15 0.08
H 11.04178 -11.44121 4.80913 0.41 -0.11 0.04
H 8.16906 -12.13581 4.73542 -0.28 -0.51 -0.21
H 8.92988 -11.78692 3.18617 0.20 0.52 -0.04
H 8.91799 -10.09681 5.67998 0.15 -0.38 0.23
H 6.74389 -10.38314 4.56175 -0.24 -0.29 0.12
H 7.49730 -9.61240 3.19698 0.04 0.19 -0.10
H 6.32099 -7.85988 4.40577 -0.11 -0.11 -0.34
H 8.02688 -7.68861 4.83030 0.10 0.27 -0.01
H 6.12282 -7.37331 7.91298 0.33 -0.89 0.08
H 5.54031 -7.04894 6.33450 -0.08 0.94 -0.05
H 7.20548 -6.54802 6.83831 0.15 0.02 -0.37